1.
Here is a molecular structure, C47H74CsGeN6SSi6 from the Open Molecules 2025 dataset. Energies are from the ωB97M-V functional and the def2-TZVPD basis.

Computed properties:
E = -6396.254366 Eh
Charge = -2
Spin multiplicity = 2
Kohn-Sham gap (alpha / beta) = 3.6 / 5.5 eV
Relative energy (zero: lowest compared OMol25 entry of this formula, charge and spin) = 7.8 kcal per mole
Highest occupied orbital energy (alpha / beta) = -0.29 / -2.19 eV

Each line ends with the Mulliken spin population.
Geometry (Å):
H -1.8422 6.7414 1.3880  0.000
Si 0.5356 6.2456 0.8663  0.000
C 2.1055 6.4355 1.8938  0.000
H 4.3367 2.8051 -3.9004  0.004
H -1.8400 -1.0114 5.0461  0.000
H 2.2710 1.5258 7.0223  0.000
C -4.4314 -1.7171 3.6602  0.000
Si -3.9574 -3.1352 2.4862  0.000
C 4.1251 1.5131 4.9717  0.000
N 6.9742 -3.4220 -2.3205  0.251
C -3.2480 0.5753 -7.1694  0.000
H 0.2257 2.9567 -2.6609  0.000
H -5.8225 3.5077 3.2618  0.000
C 3.8708 -1.6912 -1.1840  0.043
Si -1.4246 -0.8240 -3.1372  0.001
H 0.9364 0.7686 6.1295  0.000
H -2.6340 -3.7987 5.6186  0.000
H 0.6635 1.9881 -4.0949  0.000
H -3.2733 -1.4243 -7.9518  0.000
C 0.6622 7.4495 -0.5785  0.000
H 3.9457 -1.2454 5.1169  0.000
H -0.3472 -0.6033 4.2008  0.000
C -1.6118 -4.1385 5.4285  0.000
H 1.6236 -2.9202 3.4638  0.001
H 0.4143 -6.7783 0.4015  0.000
H -3.6361 -1.4155 -2.1490  0.000
C 3.2382 1.6350 -2.4558  0.013
H 1.4448 -3.6371 5.0795  0.000
C 4.6892 -3.8555 -0.5014  -0.010
H -1.0513 -4.0534 6.3667  0.000
H -5.7489 0.6263 0.8730  0.000
H -2.3903 2.7778 -1.3417  0.000
H 1.5738 2.3323 5.6047  0.000
H -4.0529 -4.8944 4.2942  0.000
C -2.9161 1.3933 -6.0999  0.000
Si -1.6561 1.5146 -3.3077  -0.001
N 1.7665 0.2333 2.8141  0.001
H 1.0587 -5.5594 1.5088  -0.001
H 4.8541 1.0175 4.3307  0.000
H -3.9993 -0.7688 3.3388  0.000
H -1.3599 2.4003 2.0260  0.000
H 0.2280 -2.5978 -3.6218  0.001
C -2.4496 -1.3599 -5.9712  0.000
C 0.2544 -1.6535 -3.0704  -0.001
C 0.1409 3.3949 -0.0835  0.000
H 1.5060 7.1829 -1.2186  0.000
H 0.7972 8.4811 -0.2404  0.000
C -2.5795 -5.8550 -0.0709  0.000
C -0.9045 6.8163 1.9434  0.000
H -3.6573 -0.1794 -0.1741  0.000
H -0.2424 7.4013 -1.1887  0.000
S 7.9979 -2.7418 -3.4487  0.253
Si -0.7980 -3.0704 4.0781  0.000
C 4.0177 -0.4680 -1.9498  0.067
C -2.1165 -0.5490 -4.8856  -0.001
H -0.9481 -6.5699 3.4889  0.000
H -2.4494 -5.1834 -0.9236  0.000
C 2.8732 0.6478 5.1509  0.000
C -2.6238 -1.8223 -2.0964  0.000
H 2.3452 -1.3384 5.8556  0.000
H -0.2831 -1.3423 5.8204  0.000
C -4.7238 2.0222 2.1572  0.000
C -0.1331 2.5590 -3.6142  0.000
C -0.8132 -1.3378 4.8596  0.000
C 5.9849 -2.5289 -2.1575  -0.006
H -1.5890 -7.6779 2.2680  0.000
Cs 0.7654 0.4350 0.1680  -0.001
H 0.5189 -1.8962 -2.0381  0.004
N -2.4191 1.0529 0.8956  0.000
H -0.7811 7.8508 2.2771  0.000
Si -1.4237 -5.3556 1.3519  0.000
H -6.1719 -3.0288 1.3144  0.000
C -2.8702 2.5059 -2.2855  0.000
C 4.2837 1.8648 -3.3665  0.009
C -1.6948 -6.6749 2.6963  0.000
C -4.6141 -4.6850 3.3801  0.000
C 1.0248 -3.6078 4.0679  0.000
H 3.8724 2.4750 4.5252  0.000
C -3.0127 -0.7971 -7.1066  0.000
H -0.9929 6.1785 2.8262  0.000
C 3.5907 -3.9720 0.3084  0.014
H -6.8239 2.4890 2.2137  0.000
C -5.1251 -2.9958 0.9925  0.000
H 2.2500 7.4661 2.2312  0.000
N 2.7893 -1.8271 -0.3855  -0.002
H 6.0587 1.0052 -4.2243  0.021
H 2.0620 5.7884 2.7731  0.000
C -2.3466 0.8419 -4.9512  0.001
C 2.6563 -2.9222 0.3297  -0.016
C 0.3099 4.5582 0.3080  0.000
H -1.6584 -5.1937 5.1506  0.000
H -3.6288 -5.8051 0.2302  0.000
C 6.1067 -1.3550 -2.9328  -0.005
H -3.1298 3.4299 -2.8109  0.000
H -4.5426 -5.5661 2.7369  0.000
C -4.7958 1.0487 1.1695  0.000
H -4.0642 -1.9242 4.6699  0.000
C 0.3221 -5.7345 0.7199  -0.001
H 1.1337 -4.6061 3.6338  0.000
H 3.6816 -0.5669 6.7348  0.000
C 1.8424 1.3654 6.0309  0.000
C 2.2668 0.4212 3.8290  -0.001
H -3.3420 3.2746 3.2348  0.000
H -0.3905 3.4027 -4.2619  0.000
C 5.2232 0.8843 -3.5462  0.001
H 2.4946 2.4035 -2.2642  0.001
H 5.4385 -4.6344 -0.5676  0.019
N 3.1036 0.5130 -1.7830  -0.012
C -3.6259 0.5917 0.5856  0.000
C -5.9559 2.4977 2.8738  0.000
N 7.1929 -1.3066 -3.7233  0.257
H -4.9569 -3.8210 0.2952  0.000
H -3.7885 1.9545 -2.0760  0.000
H 2.9784 6.1380 1.3088  0.000
H -5.6683 -4.5495 3.6479  0.000
H -3.0981 2.4614 -6.1673  0.000
H 0.5913 -5.0922 -0.1218  0.002
C 4.8603 -2.6977 -1.2810  0.030
H -2.2741 -2.4303 -5.9353  0.000
H -3.6890 1.0020 -8.0636  0.000
C 3.2334 -0.7163 5.7504  0.000
H -2.6842 -6.5985 3.1544  0.000
H -4.9664 -2.0690 0.4404  0.000
Ge -1.6517 -3.0264 1.8497  0.000
C -2.3487 2.0005 1.8262  0.000
H -2.3083 -1.8642 -1.0490  0.000
C -3.4628 2.5023 2.4843  0.000
H -5.5198 -1.6008 3.7153  0.000
H -2.6598 -2.8538 -2.4604  0.000
H 1.0516 -1.0348 -3.4854  -0.001
H 4.5802 1.6891 5.9482  0.000
H -2.3708 -6.8768 -0.4051  0.000
C 5.1228 -0.3174 -2.8225  0.035
H 3.4238 -4.8541 0.9122  0.007
H 1.7618 -2.9923 0.9451  0.024
H -6.1747 1.8388 3.7177  0.000

Atoms 1-2, force components in eV/Å:
0.00 0.00 0.00
0.00 0.03 0.02



2.
Here is a molecular structure, C23H26HgNOS in a non-equilibrium geometry from the Open Molecules 2025 dataset. Energies are from the ωB97M-V functional and the def2-TZVPD basis.

Computed properties:
E = -1573.439658 Eh
Charge = -2
Spin multiplicity = 2
Kohn-Sham gap (alpha / beta) = 3.6 / 5.6 eV
Relative energy (zero: lowest compared OMol25 entry of this formula, charge and spin) = 12.6 kcal per mole
Highest occupied orbital energy (alpha / beta) = 1.49 / -0.54 eV

Each line ends with the Mulliken spin population.
Geometry (Å):
H -3.2518 -0.6467 -4.4733  0.001
H -0.8363 3.6917 -3.5237  0.022
C 4.4715 0.7884 -0.1688  0.002
C -4.6633 -0.0483 -2.9599  0.180
H -4.3899 5.8469 -0.8290  -0.005
H -3.8638 1.6777 -0.1446  0.025
H 1.4377 2.0028 0.9344  0.004
C -3.2906 5.8949 -2.6783  0.211
H -3.7179 -1.0696 0.3518  0.008
C -2.9172 4.3028 -0.8990  0.113
H -0.9150 -3.1684 -0.9619  0.000
C -4.8213 0.6070 -1.7368  -0.125
H 2.4327 2.5131 -0.4310  -0.001
H -2.0459 5.6472 -4.4264  0.002
H 5.0912 1.5113 0.3717  0.000
H -5.8015 0.6365 -1.2721  -0.006
N 2.3679 -0.2787 -0.3058  0.012
C 3.3149 0.1858 1.9632  0.000
H -5.5089 -0.5220 -3.4439  0.037
H 4.3449 1.1245 -1.1982  0.000
H -2.8239 -5.2202 2.8632  0.000
C -3.7460 1.1980 -1.1072  0.204
O -1.1636 2.1808 0.3629  0.009
H 3.8258 -0.7791 1.9681  0.000
C -2.2862 5.2683 -3.4381  -0.033
H 3.0413 2.7252 1.2337  0.001
H -3.1318 3.9229 0.0911  0.025
C -2.4715 1.1597 -1.7045  -0.025
S -1.1261 2.1724 -1.1316  0.152
C -1.5410 -2.3749 -0.5587  -0.002
C -4.3559 -2.3599 1.9297  0.004
H -2.0070 -1.7735 -1.3339  0.000
H -4.7896 -3.8323 3.4568  0.000
C -3.5231 -1.9840 0.8985  -0.016
C -4.1246 -3.5286 2.6559  0.001
C -3.0204 -4.3018 2.3166  0.000
H -5.2110 -1.7405 2.1835  0.001
C -3.6033 5.3808 -1.4147  -0.070
H -1.3259 0.4556 -3.3829  -0.005
C 3.0804 0.6501 0.4937  -0.005
H 4.9748 -0.1800 -0.1765  0.000
C -2.3987 -2.7597 0.5235  0.007
H 3.9120 0.9104 2.5322  0.000
C 2.4638 2.0720 0.5673  0.002
Hg 0.3126 -0.5905 0.0613  0.007
C -1.6030 4.1852 -2.9353  0.050
C -3.3909 -0.1056 -3.5432  -0.041
H -1.3170 -4.5484 1.0527  0.000
H -3.8103 6.7616 -3.0686  0.034
H 2.3456 0.0606 2.4507  0.000
C -2.3124 0.4970 -2.9334  0.119
C -2.1765 -3.9290 1.2875  0.002
C -1.8835 3.6971 -1.6450  0.103

Atoms 1-2, force components in eV/Å:
0.03 0.02 0.00
0.02 0.03 -0.03